59
Properties=species:S:1:pos:R:3:mulliken_spin:R:1 method="wB97M-V/def2-TZVPD" total_charge=+1 gap_ev="6.084 / 7.203" fmax_ev_per_a=4.3 multiplicity=4 homo_energy_ev="-9.07 / -10.64"
Re 0.502 1.130 0.217 2.085
C -0.071 -0.664 2.789 0.007
C 0.943 -1.727 2.385 0.016
C 1.302 -1.854 0.932 0.034
C 1.959 -3.098 0.687 -0.011
C 2.025 -3.628 -0.592 0.018
C 1.683 -2.733 -1.625 -0.003
C 1.314 -1.438 -1.321 0.037
N 0.964 -0.993 -0.066 -0.007
N 0.365 0.785 2.384 0.063
C 1.586 1.175 3.020 -0.048
C 2.719 0.943 2.080 0.083
C 4.006 0.715 2.436 -0.009
C 5.031 0.529 1.545 0.018
C 4.710 0.713 0.212 -0.017
C 3.464 0.997 -0.182 -0.035
N 2.438 1.040 0.729 -0.011
C -0.702 1.723 2.872 -0.019
C -1.881 1.585 1.949 0.005
C -3.188 1.795 2.507 -0.004
C -4.277 1.761 1.609 0.007
C -3.986 1.713 0.243 0.005
C -2.700 1.643 -0.174 -0.001
N -1.623 1.524 0.629 -0.039
H -0.231 -0.757 3.911 -0.001
H -1.035 -0.835 2.282 0.006
H 0.486 -2.700 2.715 0.001
H 1.810 -1.673 3.010 0.002
H 2.071 -3.696 1.528 0.001
H 2.349 -4.644 -0.788 0.001
H 1.891 -2.972 -2.673 0.000
H 1.458 -0.648 -2.060 -0.015
H 1.803 0.485 3.873 0.000
H 1.619 2.216 3.348 -0.008
H 4.213 0.621 3.508 -0.001
H 6.007 0.298 1.964 0.000
H 5.455 0.631 -0.578 0.002
H 3.230 1.140 -1.234 0.016
H -0.219 2.724 2.861 -0.005
H -0.932 1.559 3.956 -0.001
H -3.340 1.655 3.553 -0.001
H -5.310 1.823 1.977 0.000
H -4.786 1.755 -0.536 0.001
H -2.408 1.728 -1.255 0.000
O -1.444 -1.112 -0.788 0.009
C -1.255 -0.299 -1.716 -0.003
O -0.361 0.730 -1.644 -0.058
C -1.789 -0.312 -3.062 -0.003
C -1.194 0.138 -4.235 0.006
C -1.777 -0.188 -5.464 0.000
C -3.115 -0.529 -5.603 0.002
C -3.833 -0.810 -4.412 -0.001
C -3.145 -0.749 -3.180 0.002
H -0.230 0.705 -4.280 0.008
H -1.141 -0.240 -6.362 0.000
H -3.587 -0.601 -6.571 0.000
H -4.862 -1.097 -4.451 0.000
H -3.616 -1.179 -2.330 0.000
Se 0.634 3.201 -0.530 0.866

62
Properties=species:S:1:pos:R:3:mulliken_charge:R:1 method="wB97M-V/def2-TZVPD" total_charge=+4 gap_ev="3.431 / 3.460" fmax_ev_per_a=2.5 homo_energy_ev="-19.07 / -19.05"
Pd -0.014 0.097 -0.593 0.523
C 3.445 -0.868 -3.518 -1.627
C 2.284 -0.849 -2.589 0.193
N 1.650 0.209 -2.223 0.468
N 2.014 1.441 -2.700 -0.515
C 1.773 2.524 -1.962 0.680
N 2.088 3.719 -2.405 -0.363
S 1.104 2.337 -0.380 -0.261
C 1.798 -2.110 -1.994 0.703
C 2.291 -3.339 -2.408 -0.658
C 1.787 -4.503 -1.839 -0.658
C 0.831 -4.402 -0.847 -0.946
C 0.398 -3.134 -0.472 -0.220
N 0.849 -2.023 -1.039 0.670
H 3.850 0.116 -3.739 0.473
H 3.169 -1.347 -4.462 0.419
H 4.256 -1.460 -3.091 0.451
H 2.494 1.520 -3.589 0.253
H 2.550 3.882 -3.293 0.231
H 1.916 4.540 -1.840 0.246
H 3.058 -3.403 -3.166 0.464
H 2.143 -5.469 -2.173 0.481
H 0.420 -5.281 -0.370 0.483
H -0.338 -3.027 0.313 0.466
O 3.019 2.501 6.658 -0.379
C 2.997 1.453 5.932 0.281
O 3.642 0.435 6.106 -0.385
C 2.068 1.200 4.762 0.494
C 2.624 0.738 3.554 -0.958
C 1.786 0.373 2.523 -0.174
C 0.397 0.382 2.711 -0.262
C -0.146 0.845 3.929 -0.128
C 0.682 1.214 4.965 -0.894
N -0.429 -0.133 1.697 0.943
C -1.449 -0.858 1.970 -0.203
C -2.321 -1.360 0.926 0.092
C -3.457 -2.098 1.232 -0.767
C -4.293 -2.509 0.198 -0.614
C -3.960 -2.176 -1.102 -0.910
C -2.783 -1.461 -1.333 -0.427
N -1.994 -1.064 -0.349 0.661
H 2.480 3.268 6.412 0.388
H 3.699 0.676 3.443 0.496
H 2.194 0.000 1.593 0.465
H -1.218 0.904 4.068 0.633
H 0.250 1.523 5.909 0.494
H -1.686 -1.142 2.996 0.704
H -3.689 -2.340 2.261 0.553
H -5.187 -3.081 0.410 0.513
H -4.587 -2.468 -1.934 0.494
H -2.475 -1.224 -2.344 0.535
C -3.862 3.126 -1.753 -0.314
C -3.219 2.449 -2.780 -0.927
C -2.102 1.688 -2.476 -0.337
N -1.645 1.594 -1.227 0.493
C -2.250 2.249 -0.231 -0.117
C -3.370 3.029 -0.458 -0.939
H -4.736 3.730 -1.960 0.451
H -3.568 2.507 -3.802 0.502
H -1.566 1.154 -3.252 0.607
H -1.825 2.156 0.760 0.483
H -3.837 3.551 0.366 0.498

62
Properties=species:S:1:pos:R:3:mulliken_charge:R:1 method="wB97M-V/def2-TZVPD" total_charge=+1 gap_ev=7.409 fmax_ev_per_a=0.5 homo_energy_ev=-10.96
Au 0.151 -0.194 -0.305 1.219
C 3.107 1.894 1.672 -1.614
C 2.421 1.679 0.339 2.085
C 3.247 2.183 -0.830 -1.879
O 2.249 0.221 0.126 -0.694
C 1.048 2.371 0.293 0.100
O 0.887 3.453 0.785 -0.523
O 0.098 1.766 -0.431 -0.682
H 4.091 1.422 1.674 0.459
H 2.509 1.506 2.498 0.284
H 3.232 2.963 1.830 0.412
H 4.229 1.711 -0.830 0.430
H 3.368 3.261 -0.739 0.417
H 2.749 1.966 -1.775 0.403
H 2.320 -0.198 0.997 0.195
S -3.888 -1.898 -0.368 -0.166
C -4.050 -0.213 -0.597 -0.374
C -2.854 0.449 -0.654 -0.478
C -1.794 -0.466 -0.518 -0.055
C -2.183 -1.768 -0.348 -0.926
C -1.156 -2.766 -0.157 1.557
C -1.299 -4.132 0.043 -0.733
C -0.167 -4.909 0.214 -0.599
C 1.095 -4.328 0.164 -0.420
C 1.180 -2.970 -0.048 -0.455
N 0.082 -2.216 -0.191 -0.103
H -5.037 0.214 -0.687 0.479
H -2.745 1.513 -0.798 0.463
H -2.288 -4.568 0.061 0.426
H -0.264 -5.974 0.380 0.484
H 2.000 -4.906 0.291 0.553
H 2.135 -2.464 -0.121 0.633
C 5.087 -6.944 0.147 -1.584
C 4.429 -5.981 1.096 0.702
C 4.705 -4.617 1.051 -0.791
C 4.129 -3.740 1.956 -0.664
C 3.250 -4.206 2.931 0.762
N 2.640 -3.245 3.762 -0.175
C 1.809 -3.462 4.829 0.230
O 1.613 -4.529 5.358 -0.627
N 1.198 -2.296 5.308 -0.074
C 0.722 -1.201 4.582 0.152
C 0.280 -0.064 5.262 -0.572
C -0.251 0.993 4.551 -0.849
C -0.316 0.917 3.166 -0.523
N 0.111 -0.156 2.507 0.259
C 0.597 -1.190 3.192 -0.738
C 2.960 -5.566 2.994 -0.470
C 3.552 -6.427 2.081 -0.694
H 5.483 -6.431 -0.728 0.376
H 4.387 -7.708 -0.192 0.365
H 5.918 -7.459 0.633 0.350
H 5.393 -4.234 0.306 0.358
H 4.376 -2.683 1.913 0.466
H 2.956 -2.297 3.634 0.267
H 0.829 -2.418 6.239 0.315
H 0.346 -0.023 6.343 0.433
H -0.607 1.876 5.062 0.459
H -0.704 1.738 2.574 0.452
H 0.859 -2.067 2.611 1.016
H 2.294 -5.942 3.754 0.513
H 3.327 -7.485 2.147 0.391

63
Properties=species:S:1:pos:R:3:mulliken_charge:R:1 method="wB97M-V/def2-TZVPD" total_charge=+1 gap_ev=8.540 fmax_ev_per_a=0.7 homo_energy_ev=-10.74
Cs -1.558 -0.512 -0.021 1.323
C -1.202 -4.253 -0.654 -0.555
C -1.590 -3.663 -1.995 -0.714
O -2.593 -2.660 -1.875 -0.313
C -3.912 -3.170 -1.738 -0.452
C -4.783 -2.115 -1.088 -0.788
O -4.311 -1.717 0.193 -0.247
C -4.569 -2.650 1.230 -0.318
C -3.798 -2.236 2.466 -0.773
O -2.388 -2.252 2.263 -0.337
C -1.794 -3.541 2.324 -0.455
C -0.504 -3.521 1.531 -0.943
O -0.708 -3.199 0.157 -0.052
H -0.430 -5.017 -0.799 0.392
H -2.064 -4.736 -0.181 0.285
H -1.915 -4.463 -2.667 0.379
H -0.723 -3.179 -2.446 0.311
H -3.909 -4.088 -1.143 0.325
H -4.325 -3.420 -2.721 0.424
H -5.812 -2.485 -1.025 0.388
H -4.789 -1.215 -1.703 0.322
H -4.276 -3.660 0.924 0.227
H -5.641 -2.677 1.461 0.426
H -4.075 -2.884 3.303 0.384
H -4.057 -1.211 2.735 0.331
H -2.475 -4.300 1.928 0.298
H -1.573 -3.808 3.363 0.453
H 0.004 -4.486 1.627 0.355
H 0.162 -2.751 1.926 0.334
F 7.014 -0.243 -0.445 -0.274
C 5.768 0.199 -0.396 0.707
C 5.516 1.549 -0.229 0.149
F 6.522 2.404 -0.113 -0.281
C 4.205 1.989 -0.177 0.473
F 4.015 3.297 -0.002 -0.377
C 3.121 1.131 -0.303 -0.019
P 1.393 1.754 -0.320 0.288
C 1.431 3.000 -1.654 0.441
C 1.194 2.516 -2.940 -0.558
C 1.211 3.372 -4.031 -0.599
C 1.443 4.726 -3.840 -0.465
C 1.661 5.219 -2.560 -0.758
C 1.660 4.362 -1.471 0.025
C 1.278 2.711 1.223 0.780
C 2.134 2.512 2.302 -0.440
C 1.909 3.165 3.507 -0.706
C 0.825 4.017 3.649 -0.500
C -0.041 4.212 2.581 -0.638
C 0.179 3.559 1.379 -0.753
C 3.404 -0.229 -0.456 -0.080
Br 2.056 -1.552 -0.586 -0.154
C 4.709 -0.687 -0.502 0.056
F 4.986 -1.980 -0.652 -0.339
H 1.002 1.459 -3.090 0.333
H 1.037 2.985 -5.026 0.405
H 1.450 5.399 -4.687 0.394
H 1.841 6.276 -2.410 0.406
H 1.842 4.752 -0.480 0.384
H 2.989 1.853 2.206 0.398
H 2.590 3.011 4.333 0.421
H 0.656 4.530 4.586 0.407
H -0.888 4.878 2.681 0.406
H -0.501 3.723 0.550 0.456

71
Properties=species:S:1:pos:R:3:mulliken_spin:R:1 method="wB97M-V/def2-TZVPD" total_charge=-1 gap_ev="7.415 / 8.198" fmax_ev_per_a=0.2 multiplicity=4 homo_energy_ev="-5.85 / -6.63"
V 0.074 -0.263 0.494 2.953
C 2.964 0.817 -1.111 0.009
O 1.680 0.902 -0.508 0.008
C 1.012 2.134 -0.592 -0.131
C 1.591 3.310 0.186 0.017
C 1.655 4.520 -0.765 0.000
Br 3.374 5.298 -1.123 0.000
C -0.465 4.812 -1.228 0.000
C -1.411 3.687 -0.800 0.007
C -0.911 2.371 -1.485 -0.002
O -1.699 1.598 -2.244 0.000
C -2.876 3.930 -0.852 -0.002
N -3.708 3.022 -1.316 0.000
C -4.969 3.573 -1.157 0.001
C -6.226 3.059 -1.474 0.000
C -7.323 3.846 -1.192 0.000
C -7.184 5.117 -0.606 0.000
C -5.948 5.641 -0.286 0.000
C -4.846 4.840 -0.575 0.000
N -3.492 5.043 -0.396 0.000
H 3.662 1.502 -0.625 0.003
H 2.900 1.056 -2.175 0.002
H 3.295 -0.209 -0.983 -0.012
H 2.470 3.085 0.785 -0.007
H -0.943 5.649 -1.730 0.001
H -2.643 1.835 -2.014 -0.005
H -6.327 2.078 -1.919 0.000
H -8.315 3.478 -1.421 0.000
H -8.073 5.700 -0.399 0.000
H -5.816 6.612 0.169 0.000
H -3.102 5.881 0.055 0.000
C 1.724 -1.070 3.568 0.015
P 0.446 0.054 2.926 -0.088
C -1.022 -0.411 3.889 0.023
C 0.907 1.665 3.666 0.004
H 1.804 -0.995 4.654 -0.001
H 2.688 -0.843 3.112 0.003
H 1.427 -2.081 3.282 0.002
H -0.831 -0.326 4.961 -0.001
H -1.269 -1.441 3.627 0.000
H -1.862 0.226 3.613 0.001
H 1.078 1.567 4.740 -0.001
H 0.100 2.383 3.509 0.000
H 1.814 2.052 3.200 0.000
O -3.174 9.275 2.452 0.000
S -2.971 8.646 1.171 0.000
O -3.685 7.379 1.006 0.000
O -3.032 9.510 0.010 0.000
C -1.232 8.120 1.166 0.000
N -0.320 8.951 1.663 0.000
C 0.939 8.540 1.606 0.000
C 1.315 7.319 1.062 0.000
C 0.289 6.544 0.554 0.000
N -0.981 6.941 0.608 0.000
C 0.449 5.191 -0.038 0.001
C 0.749 4.155 -1.966 0.002
C 0.526 2.647 -1.973 -0.005
N -0.370 1.852 -0.120 0.163
C -0.841 3.118 0.538 0.031
C 0.378 3.959 0.912 0.018
H 1.685 9.216 2.011 0.000
H 2.348 7.006 1.026 0.000
H 1.023 4.605 -2.915 0.000
H 0.831 2.089 -2.854 0.010
H -1.566 2.933 1.326 -0.049
H 0.507 4.172 1.969 0.005
O -0.431 -3.334 2.392 0.006
Se -0.598 -2.891 0.845 0.000
O 0.836 -2.133 0.335 0.010
O -1.534 -1.479 0.769 0.001
O -1.087 -4.026 -0.171 0.004

62
Properties=species:S:1:pos:R:3:mulliken_spin:R:1 method="wB97M-V/def2-TZVPD" gap_ev="6.981 / 5.693" fmax_ev_per_a=1.0 multiplicity=5 homo_energy_ev="-6.90 / -8.17"
Rh -0.464 -0.965 -0.838 2.344
C -4.414 1.168 2.701 0.000
C -4.031 1.457 1.241 -0.001
C -5.237 1.241 0.314 0.001
C -3.486 2.884 1.096 0.001
C -2.983 0.501 0.852 -0.013
N -2.152 -0.221 0.536 0.076
H -5.143 1.908 3.033 0.001
H -3.540 1.223 3.350 0.000
H -4.858 0.176 2.795 -0.001
H -6.032 1.934 0.596 0.000
H -5.617 0.222 0.398 0.000
H -4.963 1.428 -0.725 -0.001
H -4.243 3.586 1.449 0.000
H -3.260 3.110 0.053 -0.001
H -2.578 3.027 1.683 0.000
N 2.556 -3.419 -1.892 0.031
C 2.621 -2.072 -1.724 0.088
S 1.458 -1.088 -2.455 0.080
N 3.645 -1.685 -0.948 0.029
C 4.096 -0.379 -0.600 -0.009
C 4.155 0.658 -1.520 0.013
C 4.700 1.875 -1.138 -0.001
C 5.189 2.063 0.145 0.004
C 5.125 1.022 1.060 -0.003
C 4.581 -0.196 0.689 0.004
H 1.866 -3.731 -2.553 -0.005
H 3.400 -3.968 -1.837 0.002
H 4.008 -2.407 -0.344 0.000
H 3.785 0.516 -2.524 -0.001
H 4.743 2.682 -1.859 0.000
H 5.611 3.016 0.435 0.000
H 5.482 1.163 2.072 0.000
H 4.514 -1.009 1.406 0.001
N 0.064 4.175 1.606 0.019
C 0.606 3.199 1.288 -0.006
N 1.277 2.146 0.889 0.030
C 1.014 0.923 0.797 0.010
N 0.793 -0.237 0.712 0.114
Te -0.895 -3.557 -0.561 1.017
C 0.064 -3.468 1.319 0.017
C 1.303 -4.067 1.517 0.007
C 1.943 -3.942 2.742 -0.011
C 1.340 -3.237 3.776 0.029
C 0.088 -2.669 3.585 -0.014
C -0.551 -2.778 2.359 0.011
H 1.766 -4.629 0.716 -0.009
H 2.910 -4.406 2.893 -0.001
H 1.844 -3.129 4.729 0.002
H -0.392 -2.131 4.393 -0.001
H -1.516 -2.311 2.207 -0.025
Br -2.802 3.116 -5.789 0.001
C -2.174 1.959 -4.412 -0.013
C -1.473 2.495 -3.346 0.022
C -1.044 1.644 -2.331 -0.202
C -1.310 0.277 -2.376 0.493
C -2.001 -0.233 -3.471 -0.145
C -2.441 0.604 -4.493 0.026
H -1.260 3.555 -3.305 0.001
H -0.492 2.073 -1.499 -0.011
H -2.213 -1.295 -3.546 -0.001
H -2.981 0.206 -5.343 -0.002

64
Properties=species:S:1:pos:R:3:mulliken_charge:R:1 method="wB97M-V/def2-TZVPD" total_charge=-1 gap_ev=4.785 fmax_ev_per_a=3.9 homo_energy_ev=-4.27
C -4.096 -1.925 -1.870 -1.325
C -3.098 -3.046 -2.107 1.668
C -3.840 -4.267 -2.651 -1.776
O -2.090 -2.683 -3.027 -0.405
C -1.313 -1.621 -2.654 -0.039
O -0.751 -1.015 -3.566 -0.838
C -1.199 -1.373 -1.227 -0.508
C -0.367 -0.234 -0.815 0.790
C -0.519 -0.095 0.720 1.151
C -1.742 -0.265 1.444 -0.865
C -1.786 0.034 2.816 0.483
C -0.601 0.388 3.529 0.276
C 0.636 0.465 2.813 -0.694
C 0.598 0.274 1.442 -0.361
C 1.912 0.782 3.536 -0.690
C 1.789 0.632 5.058 -0.937
C 0.496 1.243 5.549 -0.650
N -0.660 0.684 4.861 0.036
C -1.913 0.892 5.570 -0.586
C -2.977 -0.043 5.078 -0.958
C -3.101 -0.028 3.534 -0.797
C 1.026 -0.538 -1.536 -0.792
Cl 1.564 -2.047 -0.870 -0.119
S 2.342 0.876 -1.611 1.577
O 3.433 0.583 -0.718 -0.673
O 1.457 1.984 -1.341 -0.653
C 3.072 1.395 -3.235 -0.088
C 4.401 1.096 -3.534 -0.269
C 5.075 1.682 -4.617 -0.575
C 4.405 2.633 -5.444 0.008
N 5.076 3.146 -6.581 0.918
O 4.489 3.969 -7.331 -0.582
O 6.243 2.744 -6.826 -0.583
C 3.073 2.967 -5.137 -0.559
C 2.406 2.369 -4.039 -0.372
C -1.459 -2.588 -0.401 0.447
O -0.905 -2.962 0.608 -0.673
O -2.402 -3.446 -0.921 -0.417
H -3.625 -1.015 -1.463 0.219
H -4.567 -1.661 -2.830 0.349
H -4.862 -2.262 -1.156 0.375
H -3.131 -5.084 -2.781 0.411
H -4.611 -4.580 -1.936 0.365
H -4.299 -4.011 -3.616 0.372
H -0.655 0.679 -1.428 0.258
H -2.678 -0.555 0.986 0.452
H 1.521 0.388 0.855 0.065
H 2.169 1.823 3.290 0.304
H 2.729 0.167 3.126 0.375
H 2.654 1.076 5.544 0.391
H 1.817 -0.441 5.282 0.309
H 0.546 2.345 5.476 0.262
H 0.355 0.995 6.597 0.439
H -1.670 0.706 6.620 0.395
H -2.233 1.941 5.462 0.268
H -2.762 -1.066 5.399 0.314
H -3.923 0.219 5.543 0.399
H -3.671 0.881 3.257 0.298
H -3.684 -0.907 3.201 0.393
H 0.786 -0.663 -2.669 0.721
H 4.985 0.429 -2.890 0.393
H 6.118 1.474 -4.824 0.439
H 2.593 3.739 -5.750 0.405
H 1.424 2.721 -3.796 0.461